# 1
{
  "formula": "C21H33FNO12",
  "method": "ωB97M-V with the def2-TZVPD basis set",
  "total_charge": -1,
  "orbital_gap_ha": 0.11854,
  "lumo_energy_ev": 1.4,
  "elements": ["C", "C", "C", "N", "C", "C", "F", "H", "H", "H", "H", "H", "H", "H", "H", "H", "C", "C", "C", "O", "C", "O", "O", "H", "H", "H", "H", "H", "H", "C", "C", "C", "O", "C", "O", "O", "H", "H", "H", "H", "H", "H", "C", "C", "C", "O", "C", "O", "O", "H", "H", "H", "H", "H", "H", "C", "C", "C", "O", "C", "O", "O", "H", "H", "H", "H", "H", "H"],
  "positions_angstrom": [[7.919, 3.648, -1.872], [7.871, 4.971, -2.017], [6.798, 5.842, -1.404], [5.853, 6.366, -2.354], [5.055, 5.332, -2.941], [4.084, 4.676, -1.954], [3.552, 3.451, -2.491], [7.039, 3.119, -1.519], [8.819, 3.093, -2.116], [8.588, 5.470, -2.668], [6.372, 5.267, -0.547], [7.328, 6.693, -0.949], [5.607, 4.504, -3.448], [4.429, 5.793, -3.717], [4.541, 4.460, -0.989], [3.214, 5.325, -1.832], [-1.277, 2.453, -1.066], [-0.760, 3.725, -1.685], [0.658, 4.084, -1.302], [0.629, 5.520, -1.422], [-0.637, 5.931, -1.217], [-0.976, 7.062, -1.066], [-1.486, 4.872, -1.207], [-2.310, 2.271, -1.367], [-0.666, 1.606, -1.377], [-1.259, 2.522, 0.018], [-0.866, 3.700, -2.774], [1.418, 3.661, -1.953], [0.888, 3.829, -0.265], [-3.495, -2.057, 3.579], [-3.147, -0.677, 3.097], [-3.750, -0.277, 1.768], [-2.776, 0.648, 1.257], [-1.581, 0.317, 1.794], [-0.524, 0.722, 1.431], [-1.740, -0.580, 2.792], [-2.984, -2.264, 4.521], [-4.564, -2.172, 3.730], [-3.165, -2.804, 2.861], [-3.373, 0.077, 3.856], [-4.720, 0.204, 1.852], [-3.818, -1.121, 1.077], [-6.168, -7.144, 0.187], [-5.452, -5.882, 0.585], [-4.456, -6.023, 1.714], [-4.473, -4.712, 2.297], [-5.688, -4.164, 2.040], [-6.099, -3.159, 2.528], [-6.366, -4.918, 1.149], [-6.887, -6.944, -0.606], [-5.453, -7.884, -0.172], [-6.716, -7.557, 1.035], [-4.981, -5.415, -0.285], [-3.450, -6.271, 1.386], [-4.784, -6.742, 2.469], [1.005, -1.714, 0.518], [1.678, -3.056, 0.580], [2.399, -3.496, -0.676], [2.307, -4.929, -0.593], [1.203, -5.228, 0.130], [0.734, -6.317, 0.230], [0.705, -4.119, 0.715], [0.487, -1.501, 1.449], [1.734, -0.923, 0.345], [0.265, -1.694, -0.285], [2.346, -3.115, 1.443], [3.439, -3.188, -0.718], [1.882, -3.170, -1.582]]
}


# 2
{
  "formula": "C21H33N3O7OsP2",
  "method": "ωB97M-V with the def2-TZVPD basis set",
  "spin_multiplicity": 5,
  "s_squared": 6.05,
  "total_charge": 2,
  "orbital_gap_ha": [0.28645, 0.17655],
  "lumo_energy_ev": [-6.7, -9.6],
  "e_above_lowest_ev": 0.000,
  "elements": ["P", "P", "C", "C", "H", "H", "H", "H", "C", "H", "H", "H", "C", "H", "H", "H", "C", "H", "H", "H", "C", "H", "H", "H", "Os", "C", "C", "C", "C", "C", "C", "C", "C", "C", "H", "H", "H", "H", "H", "H", "H", "H", "H", "H", "H", "H", "H", "H", "H", "O", "N", "O", "C", "C", "C", "C", "O", "C", "C", "N", "O", "O", "N", "O", "O", "H", "H"],
  "positions_angstrom": [[-3.301, 0.765, -3.028], [-2.527, -2.236, -2.864], [-3.944, -0.353, -4.419], [-4.013, -1.806, -3.960], [-3.272, -0.228, -5.284], [-4.938, 0.007, -4.730], [-4.926, -2.009, -3.377], [-4.026, -2.492, -4.823], [-1.464, -2.808, -4.267], [-0.602, -3.358, -3.865], [-1.097, -1.948, -4.848], [-2.038, -3.470, -4.934], [-3.220, -3.854, -2.337], [-3.520, -4.458, -3.205], [-4.100, -3.691, -1.697], [-2.465, -4.402, -1.759], [-3.110, 2.240, -4.103], [-2.868, 3.111, -3.481], [-4.035, 2.439, -4.665], [-2.288, 2.076, -4.814], [-4.982, 1.104, -2.332], [-5.369, 0.221, -1.801], [-5.681, 1.366, -3.141], [-4.919, 1.943, -1.624], [1.270, 0.878, 1.236], [0.204, -0.981, 1.077], [1.228, -0.850, 0.071], [0.977, -0.526, -1.396], [0.817, 0.988, -1.695], [0.484, 1.810, -0.470], [-0.598, 1.554, 0.445], [-1.683, 0.510, 0.231], [-1.291, -0.859, 0.798], [1.430, 2.384, 2.639], [0.430, -1.690, 1.890], [2.133, -1.453, 0.260], [0.098, -1.076, -1.768], [1.843, -0.919, -1.955], [1.773, 1.372, -2.093], [0.103, 1.157, -2.522], [0.770, 2.868, -0.567], [-1.011, 2.478, 0.883], [-1.959, 0.398, -0.828], [-2.609, 0.869, 0.708], [-1.813, -1.014, 1.757], [-1.653, -1.692, 0.165], [1.670, 1.985, 3.634], [0.628, 3.127, 2.716], [2.324, 2.926, 2.283], [6.631, 2.457, 6.211], [5.839, 1.522, 6.441], [5.604, 1.086, 7.591], [5.133, 0.905, 5.343], [5.261, 1.403, 4.037], [4.396, 0.965, 3.023], [3.374, -0.024, 3.323], [2.221, -0.147, 2.759], [3.522, -0.712, 4.585], [4.249, -0.151, 5.617], [2.580, -1.804, 4.793], [2.018, -1.873, 5.902], [2.395, -2.597, 3.845], [4.553, 1.499, 1.699], [5.555, 2.202, 1.448], [3.672, 1.227, 0.796], [6.010, 2.157, 3.818], [4.125, -0.521, 6.631]]
}


# 3
{
  "formula": "C21H33O5Si3SnTe",
  "method": "ωB97M-V with the def2-TZVPD basis set",
  "total_charge": 1,
  "orbital_gap_ha": 0.26036,
  "lumo_energy_ev": -4.4,
  "elements": ["Sn", "O", "C", "C", "O", "C", "C", "O", "C", "O", "O", "C", "Si", "C", "C", "C", "Te", "C", "Si", "C", "C", "C", "H", "H", "H", "H", "H", "H", "H", "H", "H", "H", "H", "H", "H", "H", "H", "H", "H", "H", "H", "H", "H", "H", "C", "Si", "C", "C", "C", "C", "C", "C", "C", "H", "H", "H", "H", "H", "H", "H", "H", "H", "H", "H"],
  "positions_angstrom": [[-0.662, -1.176, -2.210], [3.199, 2.196, 1.638], [2.359, 1.486, 1.172], [1.022, 1.912, 0.539], [0.397, 2.912, 0.756], [0.664, 0.778, -0.352], [1.514, -0.275, -0.121], [1.364, -1.447, -0.771], [2.440, -0.024, 0.953], [3.076, -0.852, 1.567], [-0.332, 0.742, -1.184], [-2.898, -4.491, -2.582], [-2.867, -5.109, -0.770], [-1.241, -6.037, -0.422], [-4.324, -6.261, -0.365], [-3.060, -3.616, 0.448], [-2.543, -1.562, -0.063], [-4.099, -1.330, -1.545], [-5.410, 0.018, -1.100], [-6.547, -0.787, 0.200], [-4.443, 1.523, -0.453], [-6.268, 0.360, -2.766], [-2.673, -5.301, -3.267], [-2.158, -3.699, -2.754], [-3.872, -4.108, -2.869], [-1.150, -6.871, -1.112], [-1.228, -6.463, 0.578], [-0.354, -5.423, -0.531], [-4.303, -7.135, -1.009], [-5.291, -5.782, -0.482], [-4.250, -6.610, 0.662], [-2.476, -3.810, 1.347], [-4.100, -3.537, 0.762], [-4.565, -2.304, -1.637], [-3.637, -1.079, -2.504], [-5.972, -1.264, 0.990], [-7.192, -1.540, -0.247], [-7.186, -0.044, 0.664], [-4.292, 1.470, 0.622], [-4.968, 2.453, -0.652], [-3.458, 1.604, -0.915], [-6.667, -0.548, -3.208], [-5.576, 0.800, -3.478], [-7.094, 1.054, -2.651], [1.293, -3.446, 1.305], [2.176, -2.909, -0.295], [1.610, -3.921, -1.821], [4.051, -2.744, -0.231], [4.759, -3.587, 0.623], [6.125, -3.466, 0.775], [6.822, -2.519, 0.043], [6.138, -1.692, -0.832], [4.765, -1.796, -0.962], [1.679, -4.397, 1.657], [0.216, -3.565, 1.170], [1.454, -2.717, 2.097], [1.936, -4.954, -1.763], [2.046, -3.519, -2.734], [0.521, -3.916, -1.939], [4.229, -4.329, 1.196], [6.640, -4.111, 1.468], [7.890, -2.408, 0.158], [6.684, -0.960, -1.407], [4.235, -1.128, -1.626]]
}


# 4
{
  "formula": "C21H33O8P",
  "method": "ωB97M-V with the def2-TZVPD basis set",
  "smiles": "C#CCCCO[P@](=O)(O)OCc1ccc(C)cc1.CCOC(C)=O.CCOC(C)=O",
  "total_charge": 0,
  "orbital_gap_ha": 0.32229,
  "lumo_energy_ev": 0.6,
  "e_above_lowest_ev": 9.145,
  "elements": ["C", "C", "C", "C", "C", "O", "P", "O", "O", "O", "C", "C", "C", "C", "C", "C", "C", "C", "H", "H", "H", "H", "H", "H", "H", "H", "H", "H", "H", "H", "H", "H", "H", "H", "H", "C", "C", "O", "C", "C", "O", "H", "H", "H", "H", "H", "H", "H", "H", "C", "C", "O", "C", "C", "O", "H", "H", "H", "H", "H", "H", "H", "H"],
  "positions_angstrom": [[3.209, 2.194, 3.526], [3.760, 1.879, 2.360], [4.372, 1.644, 0.898], [3.287, 1.583, -0.298], [1.879, 2.347, 0.055], [2.154, 3.761, 0.286], [0.836, 4.746, -0.244], [0.324, 4.395, -1.656], [1.514, 6.343, -0.363], [-0.370, 4.848, 0.962], [-1.619, 4.211, 0.560], [-1.636, 2.603, 0.858], [-1.854, 2.059, 2.352], [-1.814, 0.471, 2.572], [-1.573, -0.558, 1.390], [-1.477, -2.163, 1.567], [-1.406, -0.008, -0.097], [-1.445, 1.554, -0.299], [3.086, 2.462, 4.648], [4.916, 0.610, 0.901], [5.225, 2.419, 0.722], [3.045, 0.474, -0.573], [3.707, 2.068, -1.274], [1.380, 1.870, 0.993], [1.181, 2.123, -0.830], [0.801, 6.971, -0.056], [-1.970, 4.465, -0.508], [-2.442, 4.643, 1.268], [-2.016, 2.795, 3.240], [-1.971, 0.110, 3.660], [-2.317, -2.620, 2.204], [-1.413, -2.638, 0.502], [-0.477, -2.474, 2.086], [-1.229, -0.667, -1.021], [-1.314, 1.984, -1.375], [3.226, -5.803, 1.817], [2.474, -4.810, 0.954], [1.707, -3.903, 1.763], [2.199, -2.785, 2.334], [3.687, -2.574, 2.363], [1.451, -1.999, 2.876], [3.942, -5.306, 2.474], [3.767, -6.521, 1.196], [2.532, -6.349, 2.462], [3.129, -4.265, 0.268], [1.755, -5.349, 0.330], [4.078, -2.920, 3.322], [3.886, -1.505, 2.254], [4.220, -3.068, 1.553], [-3.590, 0.858, -4.514], [-3.446, -0.580, -4.971], [-3.109, -1.438, -3.868], [-4.005, -1.971, -3.013], [-5.417, -1.458, -3.024], [-3.655, -2.803, -2.200], [-4.396, 0.972, -3.786], [-3.798, 1.513, -5.364], [-2.673, 1.197, -4.024], [-4.332, -0.947, -5.496], [-2.616, -0.649, -5.680], [-5.527, -0.696, -2.251], [-6.090, -2.292, -2.809], [-5.733, -1.053, -3.983]]
}